# 1
{"formula": "C25H48BF3O6P", "method": "ωB97M-V/def2-TZVPD", "multiplicity": 1, "lumo_energy_ha": -0.125, "molar_mass_g_mol": 543.4, "largest_force_ha_per_bohr": 0.0244, "homo_lumo_gap_ev": 8.73, "total_charge": 1, "elements": ["C", "C", "C", "P", "C", "O", "O", "C", "O", "C", "F", "F", "F", "B", "O", "O", "O", "C", "C", "C", "C", "C", "C", "C", "H", "H", "H", "H", "H", "H", "H", "H", "H", "H", "H", "H", "H", "H", "H", "H", "H", "H", "H", "H", "C", "C", "C", "C", "C", "C", "H", "H", "H", "H", "H", "H", "H", "H", "H", "H", "H", "H", "H", "H", "C", "C", "C", "C", "C", "C", "H", "H", "H", "H", "H", "H", "H", "H", "H", "H", "H", "H", "H", "H"], "coordinates": [[0.12, 0.99, 3.16], [0.33, 0.78, 1.67], [1.83, 0.60, 1.37], [2.08, -0.26, -0.19], [2.24, 0.99, -1.55], [1.30, 0.81, -2.56], [1.98, 0.06, -3.58], [0.71, -1.40, -0.59], [0.63, -2.29, 0.52], [0.02, -3.47, 0.22], [0.76, -4.17, -0.63], [-0.12, -4.14, 1.32], [-1.15, -3.28, -0.34], [3.74, -1.31, -0.09], [4.27, -1.63, 1.11], [4.34, -1.61, -1.28], [-0.05, 1.84, 0.83], [-1.46, 2.09, 0.77], [-2.17, 0.94, 0.11], [-2.22, 0.85, -1.28], [-2.82, -0.25, -1.89], [-3.38, -1.27, -1.12], [-3.35, -1.17, 0.27], [-2.74, -0.07, 0.89], [-0.89, 1.29, 3.41], [0.29, 0.04, 3.66], [0.85, 1.69, 3.56], [-0.15, -0.16, 1.39], [2.31, 1.58, 1.30], [2.29, 0.04, 2.18], [3.25, 0.88, -1.94], [2.15, 1.99, -1.12], [1.24, -0.22, -4.14], [-0.22, -0.84, -0.71], [0.92, -1.92, -1.52], [4.37, -2.59, 1.20], [3.80, -2.12, -1.89], [-1.56, 2.97, 0.15], [-1.88, 2.35, 1.74], [-1.78, 1.64, -1.88], [-2.83, -0.30, -2.97], [-3.84, -2.11, -1.61], [-3.79, -1.96, 0.85], [-2.70, 0.00, 1.96], [6.53, 0.81, -0.36], [7.85, 0.53, -1.09], [8.63, 1.80, -1.43], [7.90, 2.76, -2.38], [7.48, 2.16, -3.72], [8.66, 1.67, -4.56], [5.85, 1.40, -0.98], [6.04, -0.13, -0.11], [6.71, 1.36, 0.56], [7.65, -0.05, -2.00], [8.47, -0.10, -0.46], [9.59, 1.51, -1.87], [8.86, 2.33, -0.51], [8.55, 3.62, -2.56], [7.01, 3.16, -1.88], [6.93, 2.91, -4.28], [6.79, 1.33, -3.56], [9.36, 2.49, -4.76], [8.32, 1.29, -5.52], [9.22, 0.88, -4.06], [-9.53, -1.25, 4.22], [-9.67, -1.06, 2.71], [-8.67, -1.89, 1.91], [-7.20, -1.56, 2.17], [-6.81, -0.10, 1.91], [-7.01, 0.33, 0.46], [-8.56, -0.92, 4.58], [-10.29, -0.66, 4.75], [-9.67, -2.29, 4.50], [-9.56, 0.00, 2.46], [-10.67, -1.35, 2.41], [-8.88, -1.78, 0.84], [-8.82, -2.95, 2.13], [-6.58, -2.21, 1.54], [-6.94, -1.82, 3.20], [-5.76, 0.03, 2.18], [-7.38, 0.56, 2.57], [-6.42, -0.30, -0.21], [-6.69, 1.36, 0.32], [-8.05, 0.27, 0.16]]}

***

# 2
{"formula": "C25H48BO7S2", "method": "ωB97M-V/def2-TZVPD", "multiplicity": 1, "lumo_energy_ha": 0.083, "molar_mass_g_mol": 535.6, "largest_force_ha_per_bohr": 0.0345, "homo_lumo_gap_ev": 7.49, "total_charge": -1, "elements": ["C", "C", "C", "C", "C", "C", "C", "C", "C", "C", "C", "B", "C", "C", "O", "C", "C", "C", "C", "C", "C", "H", "H", "H", "H", "H", "H", "H", "H", "H", "H", "H", "H", "H", "H", "H", "H", "H", "H", "H", "H", "H", "H", "H", "H", "H", "H", "H", "H", "H", "H", "H", "H", "O", "S", "O", "O", "C", "C", "C", "H", "H", "H", "H", "H", "H", "H", "H", "O", "S", "O", "O", "C", "C", "C", "H", "H", "H", "H", "H", "H", "H", "H"], "coordinates": [[1.31, 4.27, 0.67], [0.54, 3.47, 1.78], [-0.89, 3.12, 1.34], [-1.99, 3.99, 1.97], [-3.23, 4.10, 1.02], [-4.42, 3.28, 1.53], [-5.57, 3.10, 0.51], [-5.08, 2.86, -0.93], [-4.73, 1.37, -1.18], [-3.23, 1.01, -0.94], [-2.51, 0.33, -2.13], [-0.89, 0.53, -1.88], [0.03, 0.24, -3.23], [1.49, 0.55, -2.94], [1.93, 0.49, -1.80], [2.47, 0.98, -4.03], [2.18, 1.95, -4.96], [3.16, 2.28, -5.86], [4.39, 1.69, -5.87], [4.67, 0.70, -4.95], [3.70, 0.36, -4.04], [2.21, 3.72, 0.38], [1.66, 5.22, 1.09], [0.68, 4.46, -0.20], [0.60, 3.99, 2.74], [1.11, 2.53, 1.92], [-1.11, 2.08, 1.60], [-0.91, 3.16, 0.24], [-1.58, 5.01, 2.09], [-2.32, 3.66, 2.96], [-3.48, 5.16, 0.87], [-2.85, 3.75, 0.06], [-4.82, 3.84, 2.39], [-4.06, 2.32, 1.93], [-6.11, 2.18, 0.79], [-6.33, 3.89, 0.58], [-4.28, 3.54, -1.24], [-5.92, 3.09, -1.60], [-5.42, 0.73, -0.62], [-4.94, 1.20, -2.25], [-2.64, 1.87, -0.66], [-3.22, 0.28, -0.12], [-2.71, -0.75, -2.07], [-2.87, 0.74, -3.09], [-0.64, 1.68, -1.52], [-0.56, -0.25, -1.00], [-0.09, -0.81, -3.53], [-0.37, 0.86, -4.05], [1.21, 2.42, -4.93], [2.95, 3.06, -6.59], [5.14, 2.00, -6.59], [5.65, 0.23, -4.95], [3.97, -0.39, -3.31], [2.49, -1.35, 2.56], [1.12, -0.92, 2.59], [0.72, 0.23, 3.34], [0.19, -2.15, 3.01], [0.47, -2.84, 4.23], [0.03, -2.04, 5.45], [0.55, -0.74, 0.94], [1.53, -3.10, 4.29], [-0.09, -3.78, 4.20], [0.62, -1.13, 5.55], [0.16, -2.63, 6.36], [-1.01, -1.74, 5.35], [0.82, -1.62, 0.37], [1.02, 0.15, 0.51], [-0.53, -0.60, 0.95], [3.34, -6.10, 2.99], [2.96, -5.32, 1.85], [1.66, -4.73, 1.75], [3.24, -6.17, 0.53], [2.64, -7.47, 0.42], [1.15, -7.39, 0.11], [4.17, -4.07, 1.58], [2.83, -8.05, 1.32], [3.15, -7.97, -0.40], [0.60, -6.95, 0.95], [0.75, -8.39, -0.07], [0.97, -6.76, -0.76], [5.16, -4.53, 1.62], [4.06, -3.34, 2.38], [3.99, -3.61, 0.62]]}

***

# 3
{"formula": "C25H48Br6O18", "method": "ωB97M-V/def2-TZVPD", "multiplicity": 1, "lumo_energy_ha": 0.006, "molar_mass_g_mol": 1116.1, "largest_force_ha_per_bohr": 0.0860, "homo_lumo_gap_ev": 10.35, "smiles": "C[C@H]1COC(=O)O1.COC(=O)OC.COC(=O)OC.COC(=O)OC.COC(=O)OC.COC(=O)OC.BrCCBr.BrCCBr.BrCCBr", "elements": ["C", "C", "C", "O", "C", "O", "O", "H", "H", "H", "H", "H", "H", "C", "O", "C", "O", "O", "C", "H", "H", "H", "H", "H", "H", "C", "O", "C", "O", "O", "C", "H", "H", "H", "H", "H", "H", "C", "O", "C", "O", "O", "C", "H", "H", "H", "H", "H", "H", "C", "O", "C", "O", "O", "C", "H", "H", "H", "H", "H", "H", "C", "O", "C", "O", "O", "C", "H", "H", "H", "H", "H", "H", "Br", "C", "C", "Br", "H", "H", "H", "H", "Br", "C", "C", "Br", "H", "H", "H", "H", "Br", "C", "C", "Br", "H", "H", "H", "H"], "coordinates": [[1.93, -2.64, 0.76], [2.75, -2.96, -0.44], [2.10, -3.86, -1.46], [2.08, -3.05, -2.64], [2.78, -1.98, -2.56], [3.19, -1.25, -3.45], [3.09, -1.82, -1.22], [2.42, -1.79, 1.23], [2.03, -3.51, 1.42], [0.92, -2.43, 0.41], [3.68, -3.47, -0.20], [1.09, -4.00, -1.09], [2.80, -4.70, -1.54], [4.66, 6.45, -0.40], [3.96, 5.14, -0.38], [2.67, 5.10, -0.32], [1.98, 6.11, -0.12], [2.22, 3.83, -0.28], [0.99, 3.61, 0.32], [4.26, 6.86, -1.33], [5.75, 6.42, -0.37], [4.46, 7.01, 0.51], [1.01, 4.15, 1.26], [0.85, 2.55, 0.50], [0.06, 3.96, -0.12], [-0.81, -1.41, -1.57], [-2.05, -1.36, -2.27], [-2.35, -2.32, -3.21], [-1.59, -3.18, -3.58], [-3.50, -1.98, -3.80], [-3.72, -2.35, -5.14], [-0.52, -0.53, -1.00], [-0.04, -1.47, -2.34], [-0.87, -2.31, -0.96], [-4.79, -2.37, -5.33], [-3.25, -3.33, -5.23], [-3.34, -1.69, -5.92], [-1.34, 3.20, -2.91], [-0.73, 1.94, -3.24], [-0.25, 1.61, -4.42], [0.50, 0.65, -4.60], [-0.52, 2.60, -5.35], [-0.10, 2.46, -6.71], [-1.56, 3.13, -1.85], [-2.26, 3.45, -3.44], [-0.64, 4.04, -2.98], [-0.89, 2.94, -7.28], [-0.27, 1.43, -7.03], [0.86, 2.86, -7.02], [-3.84, -5.06, -1.05], [-3.66, -4.72, 0.40], [-3.46, -3.48, 0.78], [-3.47, -2.49, 0.05], [-3.26, -3.44, 2.05], [-3.00, -2.18, 2.72], [-3.75, -6.13, -1.23], [-3.10, -4.58, -1.70], [-4.81, -4.77, -1.45], [-1.91, -2.14, 2.70], [-3.29, -2.34, 3.75], [-3.48, -1.32, 2.24], [-2.42, 0.78, 0.39], [-1.93, 0.95, 1.69], [-0.64, 0.60, 1.86], [0.04, 0.00, 1.07], [-0.27, 1.10, 3.05], [0.96, 0.79, 3.61], [-3.36, 1.29, 0.16], [-2.57, -0.29, 0.23], [-1.75, 1.14, -0.39], [1.02, 1.00, 4.68], [1.84, 1.06, 3.04], [0.99, -0.28, 3.80], [4.48, 0.92, 4.17], [4.68, -1.01, 4.20], [5.63, -1.42, 3.06], [5.74, -3.44, 2.77], [3.74, -1.56, 4.20], [5.08, -1.24, 5.19], [6.64, -1.03, 3.17], [5.29, -1.13, 2.07], [-4.68, 3.19, -1.47], [-4.93, 1.78, -2.93], [-6.11, 0.98, -2.55], [-6.75, -0.21, -4.03], [-4.10, 1.18, -3.31], [-5.14, 2.35, -3.84], [-6.96, 1.67, -2.51], [-5.96, 0.35, -1.67], [2.51, -0.40, 6.73], [2.93, -0.31, 8.59], [3.04, 1.14, 9.10], [1.16, 1.88, 8.89], [3.88, -0.81, 8.79], [2.18, -0.99, 8.99], [3.78, 1.69, 8.51], [3.31, 1.15, 10.16]]}

***

# 4
{"formula": "C25H48Cl3N4O3PrSSi", "method": "ωB97M-V/def2-TZVPD", "multiplicity": 3, "lumo_energy_ha": [0.008, 0.008], "molar_mass_g_mol": 760.1, "largest_force_ha_per_bohr": 0.0799, "homo_lumo_gap_ev": [8.45, 8.46], "s2": 2.003, "elements": ["C", "C", "H", "H", "H", "C", "C", "H", "H", "H", "H", "Pr", "Cl", "Cl", "H", "H", "C", "C", "N", "H", "C", "O", "H", "H", "H", "H", "H", "H", "C", "C", "N", "H", "C", "O", "H", "H", "H", "H", "O", "C", "C", "C", "H", "C", "H", "C", "H", "C", "C", "H", "H", "H", "Si", "Cl", "C", "C", "C", "H", "H", "H", "H", "H", "H", "H", "H", "H", "C", "N", "C", "C", "S", "N", "C", "C", "H", "H", "H", "H", "H", "H", "H", "H", "H", "H", "H", "H"], "coordinates": [[-4.07, -1.64, -3.90], [-3.63, -0.64, -2.87], [-5.08, -1.37, -4.23], [-4.12, -2.68, -3.55], [-3.38, -1.56, -4.75], [-4.61, 0.13, -2.34], [-6.03, -0.28, -2.37], [-4.39, 1.13, -2.00], [-6.18, -1.31, -2.01], [-6.38, -0.27, -3.41], [-6.67, 0.36, -1.79], [1.42, -0.88, 1.77], [2.32, -0.38, -0.77], [2.21, -3.31, 2.28], [7.21, -1.38, 3.15], [7.83, -1.00, 0.95], [6.14, -1.22, 3.03], [6.82, -1.22, 0.60], [5.86, -0.84, 1.65], [5.80, -0.39, 3.67], [4.62, -0.44, 1.40], [3.74, -0.43, 2.31], [6.60, -0.63, -0.30], [4.37, -0.08, 0.38], [5.58, -2.13, 3.30], [6.75, -2.29, 0.36], [-2.93, -2.14, 0.25], [-4.76, 0.14, 1.11], [-3.09, -2.23, 1.34], [-4.42, -0.26, 2.06], [-3.10, -0.88, 1.93], [-2.28, -2.82, 1.78], [-2.10, -0.41, 2.76], [-1.07, -1.00, 3.13], [-4.32, 0.55, 2.79], [-2.29, 0.65, 3.08], [-4.07, -2.68, 1.51], [-5.13, -1.02, 2.40], [-1.31, -1.46, -2.41], [-2.13, -0.32, -2.77], [-2.53, 0.97, -0.52], [-1.93, 0.85, -1.79], [-3.14, 0.15, -0.13], [-2.46, 2.18, 0.20], [-1.84, 0.02, -3.78], [-1.37, 2.00, -2.33], [-2.87, 2.25, 1.22], [-1.96, 3.34, -0.39], [-1.38, 3.22, -1.64], [-0.99, 1.95, -3.36], [-2.11, 4.32, 0.06], [-0.97, 4.09, -2.15], [-0.55, -2.79, -3.03], [-0.33, -2.14, 0.78], [-0.02, -4.21, -1.72], [1.15, -2.22, -3.38], [-1.77, -3.88, -3.95], [0.67, -4.06, -0.87], [0.51, -5.01, -2.27], [-0.86, -4.78, -1.29], [-2.29, -4.65, -3.31], [-1.24, -4.42, -4.77], [-2.54, -3.27, -4.44], [1.19, -1.16, -3.65], [1.46, -2.80, -4.25], [1.89, -2.35, -2.58], [2.01, 3.64, -0.29], [2.44, 3.49, 1.10], [3.88, 3.36, 1.30], [1.65, 2.72, 1.90], [0.32, 1.86, 1.29], [1.98, 2.66, 3.22], [2.63, 3.81, 3.85], [1.31, 1.72, 4.13], [2.71, 4.30, -0.79], [1.01, 4.06, -0.33], [2.00, 2.67, -0.80], [4.24, 4.11, 2.01], [4.15, 2.36, 1.68], [4.39, 3.52, 0.35], [2.58, 4.69, 3.20], [2.10, 4.03, 4.79], [3.67, 3.57, 4.09], [0.22, 1.70, 3.95], [1.73, 0.70, 4.02], [1.50, 2.06, 5.16]]}

***

# 5
{"formula": "C25H49AsBrClF6MgO12RbS2", "method": "ωB97M-V/def2-TZVPD", "multiplicity": 1, "lumo_energy_ha": -0.100, "molar_mass_g_mol": 1019.8, "largest_force_ha_per_bohr": 0.1554, "homo_lumo_gap_ev": 1.52, "total_charge": -1, "elements": ["C", "C", "C", "C", "O", "C", "C", "O", "C", "O", "C", "C", "C", "C", "Cl", "C", "O", "H", "H", "H", "H", "H", "H", "H", "H", "H", "H", "H", "H", "H", "H", "H", "Rb", "C", "C", "C", "O", "H", "H", "H", "H", "H", "H", "H", "Mg", "Br", "C", "S", "O", "C", "H", "H", "H", "H", "H", "H", "C", "S", "O", "C", "H", "H", "H", "H", "H", "H", "C", "C", "C", "O", "H", "H", "H", "H", "H", "H", "H", "H", "C", "O", "C", "O", "O", "C", "H", "H", "H", "H", "H", "H", "O", "H", "F", "As", "F", "F", "F", "F", "F"], "coordinates": [[3.33, -2.23, -1.30], [3.18, -1.22, -2.57], [1.66, -0.62, -2.49], [1.68, 0.46, -1.31], [0.37, 0.95, -0.92], [-0.50, -0.10, -0.53], [-0.35, -0.90, 0.63], [0.74, -0.72, 1.52], [-1.47, -2.04, 0.84], [-1.94, -2.24, 2.05], [-1.95, -2.80, -0.47], [-2.27, -4.37, -0.63], [-1.76, -5.31, 0.57], [-2.10, -1.98, -1.65], [-2.62, -2.67, -3.26], [-1.74, -0.39, -1.52], [-2.35, 0.53, -2.07], [2.33, -2.21, -0.72], [4.14, -1.85, -0.59], [3.56, -3.29, -1.68], [3.38, -1.76, -3.55], [3.85, -0.29, -2.45], [1.32, -0.20, -3.50], [1.00, -1.54, -2.28], [2.28, 1.36, -1.69], [2.22, 0.10, -0.36], [1.52, -1.24, 1.19], [-1.71, -4.74, -1.57], [-3.40, -4.46, -0.85], [-1.55, -4.76, 1.55], [-2.63, -6.04, 0.80], [-0.84, -5.89, 0.24], [-3.05, -3.76, 3.15], [4.04, -1.17, -7.05], [3.57, 0.16, -6.43], [4.15, 1.34, -7.24], [4.06, 0.23, -5.20], [5.14, -1.26, -7.06], [3.64, -2.03, -6.52], [3.70, -1.24, -8.09], [2.47, 0.19, -6.58], [5.25, 1.34, -7.25], [3.82, 2.30, -6.83], [3.81, 1.29, -8.29], [4.25, -0.33, -9.22], [-4.65, -1.04, -2.21], [-8.79, -1.07, 4.41], [-7.00, -0.99, 4.61], [-6.60, -2.09, 5.55], [-6.99, 0.55, 5.55], [-9.03, -1.99, 3.87], [-9.28, -1.08, 5.38], [-9.13, -0.22, 3.83], [-7.59, 0.44, 6.46], [-7.39, 1.36, 4.93], [-5.96, 0.79, 5.82], [7.85, 4.22, -9.22], [6.79, 4.31, -7.77], [5.59, 3.45, -8.03], [6.29, 6.02, -8.01], [8.25, 3.21, -9.30], [7.27, 4.45, -10.12], [8.67, 4.93, -9.12], [5.81, 6.14, -8.99], [7.16, 6.67, -7.94], [5.58, 6.29, -7.23], [2.14, -3.78, 7.65], [2.41, -3.69, 6.15], [1.66, -2.52, 5.53], [2.00, -4.90, 5.52], [1.08, -3.94, 7.84], [2.68, -4.63, 8.08], [2.46, -2.87, 8.16], [3.48, -3.57, 5.97], [0.57, -2.64, 5.65], [1.85, -2.48, 4.45], [1.96, -1.57, 5.97], [1.06, -5.02, 5.67], [-12.29, -0.16, 9.05], [-11.00, 0.32, 8.69], [-10.08, 0.22, 9.66], [-10.26, -0.23, 10.76], [-8.92, 0.71, 9.19], [-7.84, 0.66, 10.12], [-12.95, -0.03, 8.19], [-12.25, -1.23, 9.29], [-12.70, 0.41, 9.89], [-7.62, -0.37, 10.41], [-8.07, 1.27, 11.01], [-6.96, 1.08, 9.64], [7.11, 8.75, -8.04], [7.32, 9.67, -8.16], [6.00, 4.40, -3.10], [6.30, 5.95, -3.95], [5.03, 6.73, -2.96], [5.08, 5.51, -5.18], [6.60, 7.49, -4.80], [7.58, 5.16, -4.94], [7.53, 6.38, -2.72]]}